Computed, not measured: the molecule C2H8N2OSi, with ωB97M-V with the def2-TZVPD basis set.

The geometry in XYZ format:
```
14
Properties=species:S:1:pos:R:3:forces:R:3:mulliken_charge:R:1
C 2.00435 0.31444 0.53773 -1.1952 -3.4487 5.5778 -1.099
C 1.21633 0.78386 -0.37517 -2.3416 1.6675 -4.4239 -0.015
N -2.04188 -0.24982 -1.35606 3.4493 -1.3978 3.8259 -0.373
N -0.67154 -1.19974 0.86775 0.6689 -1.3246 -1.5882 -0.558
O -1.79968 1.46162 0.70817 1.1869 0.0862 -2.8078 -0.495
Si -1.00043 0.26043 -0.03902 0.0946 -0.8378 -0.4873 0.431
H 3.00383 0.35311 0.69642 3.1706 0.5066 -0.4031 0.394
H 1.60994 -0.29458 1.41671 0.5029 1.0146 -1.0010 0.046
H 1.54889 1.43783 -1.21485 -1.5736 -0.1212 0.4880 0.349
H -2.54083 0.25151 -1.97777 -1.7565 2.1332 -2.2987 0.216
H -1.69377 -1.11709 -1.70615 -0.0796 -0.4235 -0.7053 0.211
H -0.33802 -1.98439 0.19043 -0.8313 1.8045 1.5233 0.283
H 0.01335 -1.23626 1.62894 -0.5130 0.4258 -0.4825 0.292
H -2.10080 1.45997 1.56954 -0.7824 -0.0848 2.7827 0.317
```
Positions in Å, forces in eV/Å.

The HOMO-LUMO gap (spin up / spin down) comes out at 4.2 / 5.9 eV. Its LUMO energy (spin up / spin down) is 0.4 / -3.0 eV. The relative energy (zero: lowest compared OMol25 entry of this formula, charge and spin) is 131.5 kJ/mol. The expectation value of S² is 2.005. The value obtained for the total energy is -555.0793 hartree. The spin multiplicity is 3.